No. 1
The following is a quantum chemistry calculation of 2 unconnected molecules or ions with the total composition C2H5B, from the Open Molecules 2025 dataset.

Structure (XYZ):
```
8
Properties=species:S:1:pos:R:3:forces:R:3:mulliken_charge:R:1
B -1.27371 0.21896 -0.07516 -0.81 -4.24 1.36 -0.101
C 1.29977 -0.03591 -0.01498 -0.10 2.52 -0.39 -0.534
C 0.13696 0.67547 -0.00247 1.64 -2.06 -0.19 -0.111
H -2.32758 0.79490 -0.02149 0.50 -0.27 -0.33 -0.018
H -1.27626 -1.73950 0.32980 -0.21 3.15 -0.88 -0.118
H 2.34771 0.32587 -0.00775 -0.96 0.82 0.41 0.235
H 1.39545 -1.04012 -0.20367 -0.87 -2.59 -0.25 0.301
H 0.14136 1.68925 0.15502 0.81 2.67 0.26 0.346
```
Positions in Å, forces in eV/Å.

Results
* ΔE to the lowest compared entry with this formula, charge and spin: 70.8 kcal/mol
* multiplicity: 1
* E_HOMO: -8.9 eV
* F_max: 0.0879 Eh/bohr
* HOMO-LUMO gap: 8.07 eV


No. 2
The following is a quantum chemistry calculation of a molecular structure, C15H39AlFO8P2, from the Open Molecules 2025 dataset.

Structure (XYZ):
```
66
Properties=species:S:1:pos:R:3:forces:R:3:mulliken_charge:R:1
C -1.71141 6.91363 -0.31612 -1.00 -0.65 0.63 -1.100
C -2.64268 5.65038 -0.36100 0.38 0.75 -0.50 -0.286
C -3.88866 5.84960 -1.27129 -0.22 -0.24 1.52 -0.147
F -3.56469 6.47884 -2.50502 0.43 -0.27 -0.16 -0.362
Al -5.30143 6.91619 -0.17054 0.17 0.19 -0.64 0.055
H -2.37477 7.79141 -0.35076 0.44 -0.07 -0.26 0.339
H -1.24432 6.93077 0.68384 0.25 0.06 -0.52 0.307
H -0.96388 6.90876 -1.11688 -0.22 0.20 0.18 0.255
H -2.02904 4.76238 -0.60646 -0.20 0.19 0.07 0.117
H -3.03085 5.55476 0.66704 0.08 -0.34 -0.38 0.253
H -4.27810 4.83744 -1.49909 0.12 0.37 -0.27 0.276
H -6.61055 6.00692 -0.02959 -0.28 -0.31 0.18 -0.226
H -4.64996 7.33858 1.24505 0.10 -0.09 0.26 -0.236
H -5.70263 8.26782 -0.95786 -0.04 0.20 -0.13 -0.239
O 0.99228 3.00567 -0.85051 3.16 2.99 1.28 -0.674
P 2.28189 2.44485 -1.44380 -4.45 -7.52 -3.21 1.126
O 1.55596 2.12117 -2.90325 0.05 0.62 -0.42 -0.392
C 0.99925 3.20949 -3.64263 -0.22 0.14 -0.04 -0.352
C 2.07385 4.04540 -4.31738 0.06 -0.08 -0.12 -0.931
O 2.19748 0.96595 -0.69282 1.06 0.89 0.51 -0.329
C 1.69746 0.85410 0.64307 -0.46 -0.03 0.09 -0.388
C 0.25640 0.37864 0.63569 -0.03 -0.30 -0.07 -0.983
O 3.72473 1.94551 -2.17219 0.71 3.21 2.13 -0.488
C 3.80281 0.72127 -2.90497 0.07 -0.50 -0.58 -0.009
C 3.79343 0.95759 -4.40462 -0.26 0.11 -0.07 -1.137
H 0.38350 3.83482 -2.99321 0.02 -0.08 0.05 0.332
H 0.33650 2.77950 -4.39533 0.04 -0.11 0.06 0.272
H 2.83911 4.36272 -3.60309 -0.07 0.08 0.01 0.240
H 1.63485 4.93280 -4.77635 -0.02 0.00 0.07 0.423
H 2.57774 3.47387 -5.09777 0.03 0.03 0.03 0.204
H 1.79650 1.80176 1.17360 -0.10 0.04 -0.11 0.331
H 2.32612 0.12997 1.16716 0.07 -0.01 -0.16 0.371
H -0.35109 0.93049 -0.08056 0.08 0.21 0.12 0.312
H -0.18574 0.47374 1.62951 0.00 0.02 -0.03 0.378
H 0.21319 -0.67320 0.34248 0.01 0.00 0.05 0.190
H 3.01753 0.02202 -2.62806 -0.07 0.18 0.13 0.217
H 4.75629 0.26786 -2.62166 0.00 0.17 0.17 0.418
H 2.78325 1.15485 -4.76145 0.06 0.01 0.06 0.158
H 4.15513 0.06922 -4.92735 0.11 0.00 0.09 0.447
H 4.41615 1.81268 -4.67028 0.12 -0.09 0.02 0.258
O 0.23396 -3.91776 0.81620 -2.92 -1.74 -2.98 -0.678
P -0.24339 -5.21844 1.45924 5.21 1.32 7.62 1.173
O -0.83487 -4.52699 2.84951 -0.68 -0.32 -0.73 -0.359
C -1.91948 -3.60364 2.74483 -0.21 0.27 -0.03 -0.289
C -3.24088 -4.30755 2.48689 0.00 -0.06 0.14 -0.964
O 1.28692 -5.65978 1.93086 0.22 -0.49 -0.97 -0.371
C 2.42420 -5.32219 1.13143 0.11 0.38 0.15 -0.397
C 3.13645 -4.10891 1.70126 0.16 -0.06 0.17 -1.026
O -0.68770 -6.75454 2.00498 -1.75 0.82 -3.46 -0.480
C -0.35475 -7.20304 3.32216 -0.14 -0.23 0.85 -0.044
C -1.54975 -7.15065 4.25672 -0.10 0.29 -0.03 -1.104
H -1.72018 -2.87062 1.96044 0.12 -0.05 -0.02 0.273
H -1.96786 -3.05812 3.68869 0.13 -0.09 0.01 0.289
H -3.17190 -4.98309 1.62931 -0.02 0.08 -0.06 0.258
H -4.03069 -3.57938 2.29536 0.05 0.00 -0.04 0.411
H -3.53515 -4.90804 3.34797 0.01 -0.04 -0.02 0.221
H 2.13294 -5.15671 0.09373 -0.04 0.10 0.08 0.329
H 3.09449 -6.18472 1.13898 -0.10 -0.06 0.11 0.353
H 2.43978 -3.30680 1.94213 -0.08 -0.02 -0.21 0.236
H 3.88432 -3.73513 0.99914 -0.02 0.01 0.02 0.364
H 3.64385 -4.37830 2.63009 0.02 0.00 -0.02 0.309
H 0.48167 -6.65419 3.74769 -0.05 0.10 -0.21 0.240
H -0.03682 -8.24234 3.20791 0.00 0.07 -0.26 0.397
H -1.72871 -6.13376 4.60407 0.00 0.00 -0.06 0.162
H -1.36396 -7.76715 5.13880 0.03 -0.08 -0.08 0.424
H -2.45403 -7.49832 3.75606 0.05 -0.13 0.02 0.271
```
Positions in Å, forces in eV/Å.

Results
* multiplicity: 1
* E_HOMO: -4.3 eV
* F_max: 0.1813 Eh/bohr
* HOMO-LUMO gap: 3.54 eV
* net charge: -1